DFT (ωB97M-V/def2-TZVPD) results for a cluster of 10 separate species, C60H50N10O20 in total.

```
140
Properties=species:S:1:pos:R:3:forces:R:3:mulliken_charge:R:1
H 2.227 -1.663 -1.720 -0.04 0.13 0.00 0.795
C -2.344 -4.535 4.641 0.49 -0.92 0.46 -0.520
C -0.945 4.199 4.410 -0.17 -0.12 0.11 -0.344
N 0.215 -3.991 -2.660 -0.16 -0.30 0.65 1.204
C -0.551 6.141 0.593 -1.19 -0.13 -0.57 -0.420
H 3.678 4.326 -5.347 -0.02 0.06 -0.01 0.374
C -0.811 0.186 -0.312 -0.75 -0.67 0.70 -0.370
H -1.628 0.712 0.167 -0.10 0.03 -0.10 0.555
C 2.463 -6.806 1.583 0.72 0.30 0.20 0.406
C 2.626 5.413 -6.877 -0.89 -0.37 0.35 -0.591
C 1.478 4.929 0.804 0.10 -0.68 -0.23 -0.796
C 1.688 -5.879 -2.033 0.53 0.03 -1.88 -0.226
O 1.180 -3.448 -3.149 0.16 0.12 -0.21 -0.637
C 1.822 -7.215 -1.783 -0.41 -1.30 0.71 -0.520
H -2.914 3.232 -2.221 0.01 0.05 0.17 0.427
H 5.176 0.195 0.391 0.09 0.08 0.18 0.463
C -1.118 5.445 4.997 0.13 -1.05 -0.22 -0.570
C 3.905 -8.621 2.275 0.88 -0.31 -0.12 -0.663
C -2.126 -5.673 5.434 -0.05 -0.04 0.04 -0.397
H 0.874 -3.845 3.813 0.18 -0.49 -0.40 0.473
C -1.925 5.978 -3.863 -1.75 0.71 1.15 -0.435
N -1.310 7.405 0.550 0.03 2.13 -0.23 1.090
H -3.332 -4.129 4.485 -0.04 -0.07 -0.07 0.476
H 4.329 4.923 -0.585 0.11 -0.04 -0.37 0.461
H 2.574 -5.518 -2.543 -0.44 1.01 0.09 0.448
H 2.539 4.843 0.994 -0.02 0.38 -0.02 0.665
H -0.703 -7.040 6.262 0.17 0.07 0.13 0.446
H 3.233 6.305 -6.918 0.34 -0.21 0.33 0.399
H 5.979 -8.358 1.622 -0.25 -0.73 0.20 0.346
O 0.449 -3.491 1.069 -0.78 -0.43 -0.06 -0.556
C 4.144 1.519 -0.925 1.46 0.38 1.49 -0.310
H 1.507 0.405 -2.781 -0.45 -0.01 -0.33 0.467
C 0.721 -1.621 -0.238 -1.10 -0.29 -0.41 -0.244
O 1.684 -9.218 3.946 0.42 0.44 -0.29 -0.592
N 1.162 -2.924 0.273 0.95 0.85 1.46 1.236
H -6.391 -3.283 2.331 0.91 0.17 0.40 0.383
H 1.250 7.130 0.804 0.53 -0.23 -0.27 0.542
C -2.271 6.144 4.715 0.19 1.16 0.50 -0.514
C 1.511 5.389 -7.695 0.05 0.56 -1.01 -0.299
C -6.943 -2.132 -0.731 -0.08 1.27 0.59 -0.581
O 2.298 -3.283 0.034 0.07 -0.10 -0.75 -0.573
N -0.832 6.474 -4.697 -0.40 -1.00 -1.93 0.972
C 1.367 -1.117 -1.351 0.66 -0.89 0.13 -0.387
C 3.979 2.874 -1.175 -0.37 0.50 -1.86 0.039
C -7.110 -2.761 0.482 0.31 -0.36 -0.33 -0.366
H -3.089 7.728 -4.144 -0.18 -0.02 -0.03 0.440
H 0.281 2.377 -6.813 -0.24 0.21 -0.26 0.459
H 5.641 -6.148 0.638 0.26 -0.49 -0.30 0.459
H -0.073 3.616 4.668 0.05 -0.09 -0.32 0.468
C -3.174 4.312 3.462 0.28 0.28 -0.23 -0.239
C 4.822 -6.758 0.993 -1.17 0.08 1.70 -0.791
C 0.436 -5.283 -1.983 0.47 -0.70 0.05 -0.053
H -1.496 -5.458 -1.106 -0.24 -0.13 -0.53 0.396
O -4.376 -2.161 3.502 0.02 -0.72 0.22 -0.619
C -4.051 5.046 -2.338 -0.63 0.20 0.04 -0.229
C -0.412 -7.303 -0.948 0.08 1.07 -0.02 -0.538
H -4.146 6.229 3.750 -0.22 -0.24 0.16 0.389
H -4.883 4.741 -1.713 0.17 -0.46 -0.03 0.424
H 3.791 0.639 -1.438 -0.28 0.52 -0.73 0.489
C 0.054 -4.442 4.179 -0.54 0.33 1.30 -0.545
C 2.815 4.350 -6.003 0.84 0.19 1.16 -0.269
C 0.766 3.730 0.691 -1.03 0.88 0.17 -0.784
H -5.533 -0.979 -1.884 -0.33 0.27 0.04 0.382
O -0.651 8.435 0.561 0.41 -0.42 0.13 -0.659
C -0.606 -5.995 -1.411 0.04 0.39 0.92 -0.322
C 2.674 -8.015 2.230 -0.70 0.83 0.03 0.122
N 1.516 -8.611 2.902 0.04 -1.79 0.23 1.109
C 1.873 3.337 -5.885 0.41 0.47 -1.27 0.211
C 4.954 -8.007 1.613 1.20 1.17 -0.51 -0.568
H -2.358 7.164 5.075 -0.12 -0.08 0.09 0.377
H -0.985 4.124 -3.473 -0.04 -0.05 0.21 0.506
C 0.870 3.289 -6.831 -0.05 -1.29 -0.42 -0.178
C -1.859 4.732 -3.273 0.81 -0.20 -0.96 0.282
O 0.148 5.765 -4.794 0.54 0.01 0.83 -0.498
O -3.173 -0.979 2.170 0.78 -0.35 0.29 -0.511
N -4.089 -1.739 2.410 -0.43 1.72 -0.82 1.176
C 4.953 1.232 0.173 -0.92 -0.74 0.72 -0.655
O 1.579 1.128 -5.269 0.06 -0.33 0.28 -0.592
O 6.416 0.643 2.387 -0.05 0.08 0.26 -0.601
H -2.919 -6.318 5.791 -0.32 0.48 0.18 0.358
H -0.802 -1.310 1.270 -0.30 -0.22 -0.18 0.604
C 0.899 -0.006 -1.988 -0.27 0.85 0.48 -0.612
C -2.945 4.251 -2.584 -0.20 -0.48 0.62 -0.611
C 5.319 2.209 1.090 1.11 0.04 -0.16 -0.232
O 2.458 -5.558 4.515 0.21 0.11 0.18 -0.630
H 5.466 4.403 1.400 0.41 -0.51 0.51 0.490
H -1.172 2.899 0.279 0.04 -0.11 0.28 0.160
O -2.532 7.467 0.474 0.51 -1.39 0.15 -0.627
C 0.752 4.246 -7.839 -0.48 -0.81 1.49 -0.802
C -0.241 0.650 -1.478 1.26 -0.66 -0.83 -0.581
C -5.024 -1.903 1.282 0.29 -0.55 -0.17 0.089
H -3.944 3.789 2.914 -0.16 0.29 -0.06 0.505
C -4.827 -1.231 0.071 0.08 -0.62 0.02 -0.092
H 1.489 -6.352 1.469 -0.10 -0.12 0.27 0.783
O 6.375 2.681 3.094 -0.04 0.09 0.25 -0.604
C -1.310 4.998 0.467 0.48 0.09 0.04 0.010
C -1.957 3.673 3.593 0.11 0.55 1.22 -0.044
H -5.029 6.914 -2.715 0.05 0.13 -0.11 0.427
C -5.784 -1.382 -0.910 0.55 -0.19 -0.68 -0.505
C 5.188 3.549 0.800 -1.12 0.78 -0.75 -0.048
H 1.179 2.745 0.856 0.42 0.10 -0.23 0.649
H -3.925 -0.703 -0.195 0.07 0.15 0.50 0.437
O 2.656 2.450 -3.932 0.23 -0.56 0.30 -0.587
H 0.920 -8.986 -0.908 0.10 0.00 -0.01 0.423
C 0.225 -5.512 5.043 -0.39 0.05 0.04 0.014
N 1.567 -6.089 5.148 -0.17 -0.44 -0.18 1.094
H -1.235 -7.685 -0.362 0.18 -0.59 -0.10 0.396
C 4.513 3.877 -0.385 0.24 -0.73 1.15 -0.877
C -1.240 -3.955 4.050 -0.11 0.58 -0.90 0.156
H -8.032 -3.292 0.677 0.10 -0.11 0.14 0.380
C -0.848 -6.126 5.709 0.47 0.07 -1.22 -0.607
H 4.120 -9.549 2.782 -0.44 -0.01 0.18 0.478
H 3.426 -5.261 0.474 -0.09 0.36 0.66 0.248
O -2.702 1.890 2.377 0.03 -0.60 -0.46 -0.624
C 0.826 6.146 0.649 -0.22 0.38 1.17 -0.709
H -1.377 -3.122 3.369 -0.08 0.16 0.20 0.303
H 0.026 4.036 -8.609 -0.15 0.58 -0.04 0.389
C -6.088 -2.742 1.446 -2.29 -0.13 -0.02 -0.555
C -3.298 5.603 3.992 -0.34 -0.59 -0.95 -0.488
C -3.090 6.746 -3.689 0.56 0.52 -0.15 -0.373
H 3.551 3.211 -2.115 -0.42 -0.25 0.32 0.468
H -0.589 1.471 -2.091 -0.32 0.32 0.54 0.338
H 1.255 6.284 -8.252 0.22 -0.17 -0.32 0.401
H -2.381 5.104 0.372 0.02 -0.27 -0.06 0.765
C -4.160 6.303 -2.903 1.30 -0.02 -0.47 -0.702
H -7.761 -1.975 -1.422 0.07 -0.63 -0.22 0.376
N 2.059 2.190 -4.956 -0.38 1.62 -0.76 1.016
C 3.583 -6.131 1.102 -0.38 -0.53 -2.00 -0.740
C -0.614 3.806 0.477 -0.20 -0.72 -0.31 0.020
O -1.045 7.395 -5.466 -0.20 0.56 0.78 -0.607
N 6.091 1.809 2.306 -0.10 -0.16 -0.90 1.026
O 0.452 -8.594 2.318 -0.38 0.69 -0.32 -0.595
O -0.922 -3.562 -2.694 0.00 0.05 0.01 -0.642
O -0.684 1.854 3.178 0.32 -0.98 -0.44 -0.650
H 2.717 -7.717 -2.126 0.19 0.05 0.43 0.409
O 1.679 -7.123 5.773 0.21 0.20 0.35 -0.603
C -0.404 -1.016 0.312 1.09 1.24 -0.51 -0.696
C 0.799 -7.946 -1.180 -0.51 0.19 -0.16 -0.319
H -0.383 5.796 5.707 0.07 0.23 -0.18 0.431
N -1.769 2.345 2.998 -0.13 1.30 0.67 1.325
```
Forces are in eV/Å.

Largest force on an atom   2.3 eV/Å
LUMO energy   -0.88 eV
SMILES string   O=[N+]([O-])c1ccccc1.O=[N+]([O-])c1ccccc1.O=[N+]([O-])c1ccccc1.O=[N+]([O-])c1ccccc1.O=[N+]([O-])c1ccccc1.O=[N+]([O-])c1ccccc1.O=[N+]([O-])c1ccccc1.O=[N+]([O-])c1ccccc1.O=[N+]([O-])c1ccccc1.O=[N+]([O-])c1ccccc1
Energy relative to the best compared isomer or geometry (same formula, charge and spin)   296.50 kJ/mol
HOMO level   -9.371 eV